[1]
Density functional theory data (ωB97M-V/def2-TZVPD) for the ion C7H10O2PS with charge -1 at a distorted geometry.

Orbital gap (eV): 8.16
E_LUMO (eV): 3.13
F_max (eV/Å): 3.80
HOMO level (Eh): -0.1847
Spin multiplicity: 1
Net charge: -1
Structure (SMILES): CC(C)[P@](=O)([O-])c1cccs1
E_tot (Eh): -1162.84639
Energy relative to the best compared isomer or geometry (same formula, charge and spin) (kJ/mol): 15.3

The geometry in XYZ format:
```
21
Properties=species:S:1:pos:R:3:forces:R:3:mulliken_charge:R:1
C 2.40462 -1.15211 -0.25434 -0.326 -1.108 1.301 -1.233
C 1.07130 -0.43753 -0.00702 0.045 2.524 -0.870 0.469
C 0.96600 0.47438 1.22984 -0.809 -2.977 2.212 -1.373
P -0.26460 -1.75565 -0.07771 1.565 0.711 0.263 0.972
O -0.33812 -2.43234 1.24789 -0.405 0.045 0.281 -0.811
O 0.13635 -2.48095 -1.31212 -0.998 -0.439 -0.737 -0.814
C -1.80410 -0.77991 -0.27976 -0.001 -0.283 0.868 -0.030
C -2.30822 -0.20842 -1.38505 -1.487 2.711 -1.857 -0.286
C -3.57486 0.54648 -1.17405 1.579 -1.904 2.192 -0.535
C -3.94925 0.40697 0.13590 0.252 -0.213 -0.411 -0.372
S -2.82585 -0.46878 1.14640 -0.147 -0.028 -1.941 -0.089
H 2.10536 -2.06917 -0.79537 0.553 0.082 0.577 0.339
H 3.22460 -0.75425 -0.85287 -0.282 0.910 0.127 0.308
H 2.76312 -1.34726 0.78610 0.275 -0.462 -0.883 0.233
H 0.95561 0.32850 -0.80914 -0.473 -0.872 -0.244 0.208
H -0.04686 0.92664 1.29147 0.265 -0.742 0.235 0.263
H 1.57677 1.31336 1.37580 1.608 1.148 -0.571 0.448
H 1.21326 -0.21849 2.16355 -0.998 1.442 -1.504 0.222
H -1.85214 -0.01474 -2.38834 0.090 -1.085 1.126 0.324
H -4.20930 1.07140 -1.84698 -0.057 0.146 -0.808 0.381
H -4.93786 0.65549 0.45565 -0.250 0.394 0.643 0.374
```
Positions in Å, forces in eV/Å.

[2]
Density functional theory data (ωB97M-V/def2-TZVPD) for an isolated molecule of C4H10N2O at a distorted geometry.

Orbital gap (eV): 10.03
E_LUMO (eV): 0.98
F_max (eV/Å): 2.25
HOMO level (Eh): -0.3326
Spin multiplicity: 1
Structure (SMILES): CN[C@H](C)C(N)=O
E_tot (Eh): -343.15209
Energy relative to the best compared isomer or geometry (same formula, charge and spin) (kJ/mol): 129.6

The geometry in XYZ format:
```
17
Properties=species:S:1:pos:R:3:forces:R:3:mulliken_charge:R:1
C 0.03516 -1.87326 -0.35045 0.626 0.794 -0.104 -0.863
N -0.03176 -1.02809 0.85393 -1.313 -0.304 0.136 -0.403
C -0.19009 0.41513 0.59629 1.078 0.051 0.050 0.181
C -1.56150 1.05655 0.53936 -1.205 -0.381 -1.859 -1.251
C 0.64969 0.75533 -0.65638 -1.166 0.275 -0.687 0.260
N 1.97521 0.86535 -0.46306 0.845 -0.069 0.643 -0.353
O 0.12608 0.93716 -1.74036 0.224 0.127 0.025 -0.631
H -0.66157 -1.63054 -1.15586 -0.307 -0.071 0.169 0.306
H 1.02071 -1.65493 -0.73619 0.338 -0.322 -0.534 0.305
H 0.01850 -2.93007 -0.12047 -0.208 -0.106 0.310 0.376
H -0.86359 -1.28784 1.37503 0.189 -0.150 0.176 0.299
H 0.35365 0.92762 1.35543 0.424 0.251 1.102 0.343
H -1.73343 1.18785 -0.53786 -0.162 0.420 0.124 0.310
H -1.69226 2.02177 1.01850 0.546 0.072 0.143 0.310
H -2.45687 0.48397 0.80322 0.549 -0.522 0.531 0.350
H 2.60407 1.20041 -1.16913 -0.262 -0.124 -0.403 0.238
H 2.40800 0.55358 0.38800 -0.196 0.058 0.179 0.224
```
Positions in Å, forces in eV/Å.

[3]
Density functional theory data (ωB97M-V/def2-TZVPD) for a structure of composition C19H20MoNSe2.

Orbital gap (spin up / spin down) (eV): 6.26 / 6.27
E_LUMO (spin up / spin down) (eV): -11.74 / -11.93
F_max (eV/Å): 0.63
HOMO level (spin up / spin down) (Eh): -0.6615 / -0.6690
Spin multiplicity: 3
Net charge: +3
E_tot (Eh): -5660.72958
Energy relative to the best compared isomer or geometry (same formula, charge and spin) (kJ/mol): 0.0

The geometry in XYZ format:
```
43
Properties=species:S:1:pos:R:3:forces:R:3:mulliken_charge:R:1
Mo -0.78703 -0.51449 -0.43453 0.265 -0.297 -0.489 -0.253
C -2.20471 2.55024 1.42705 -0.005 -0.186 -0.012 -0.943
Se -1.91920 0.61097 1.52993 0.064 0.161 0.111 0.371
C -3.70781 -0.14397 1.22430 -0.028 0.003 0.004 -0.712
C -3.63833 -1.65621 1.30484 -0.079 -0.028 0.012 -0.723
Se -2.34607 -2.48788 0.05295 0.023 0.123 0.050 0.266
C -1.34484 -3.60331 1.32094 -0.092 0.040 -0.107 -1.017
H -2.69741 2.79930 0.49314 -0.012 0.028 0.002 0.346
H -1.22193 3.00665 1.50974 0.001 0.022 0.008 0.388
H -2.81665 2.78411 2.29512 0.000 0.072 -0.014 0.388
H -4.08923 0.22020 0.27197 0.006 -0.011 -0.018 0.362
H -4.33522 0.25082 2.02453 -0.028 -0.033 -0.001 0.515
H -4.60491 -2.08334 1.03994 -0.009 -0.022 0.040 0.465
H -3.35103 -2.01148 2.29313 -0.017 0.035 0.026 0.472
H -0.97684 -3.00016 2.14497 0.007 0.001 0.012 0.392
H -0.53788 -4.06151 0.75580 0.009 -0.034 0.024 0.390
H -2.05468 -4.35558 1.65850 0.038 -0.035 0.019 0.415
C 3.11257 -2.14178 0.37787 0.014 0.010 0.129 -0.605
C 3.39661 -2.44278 -0.95132 -0.033 0.002 -0.086 -0.767
C 2.50074 -2.14230 -1.97655 0.061 -0.020 0.049 -0.740
C 1.28805 -1.52805 -1.70034 -0.122 0.134 -0.018 1.051
C 1.01464 -1.24632 -0.31891 -0.086 0.062 0.306 0.353
C 1.90848 -1.54319 0.71013 0.133 -0.077 -0.223 -0.299
C 0.34182 -1.13799 -2.80182 -0.081 0.044 0.077 1.423
C 0.50230 -1.50551 -4.12772 0.050 0.013 -0.057 -0.501
C -0.43322 -1.09884 -5.06262 0.041 -0.008 0.040 -0.631
C -1.54439 -0.32212 -4.69938 -0.067 0.024 -0.166 1.159
C -2.51664 0.11059 -5.63610 0.013 -0.004 0.048 -0.925
C -3.57846 0.86259 -5.21826 0.012 0.008 0.069 -0.749
C -3.70153 1.21879 -3.85791 -0.029 0.011 -0.022 -0.688
C -2.77281 0.81983 -2.92564 -0.079 0.043 -0.078 -0.396
C -1.69109 0.03919 -3.34218 0.230 -0.101 0.039 0.464
N -0.74096 -0.39323 -2.44117 -0.220 0.051 0.196 -0.685
H 3.83356 -2.37144 1.15159 -0.001 -0.008 -0.009 0.467
H 4.34045 -2.90933 -1.20240 -0.001 0.004 0.003 0.457
H 2.78481 -2.36976 -2.99442 0.000 0.008 0.009 0.388
H 1.67905 -1.30657 1.74166 -0.014 0.011 0.002 0.506
H 1.34724 -2.10122 -4.43596 -0.013 -0.002 -0.005 0.395
H -0.30769 -1.38428 -6.10086 0.002 -0.006 0.005 0.518
H -2.40240 -0.15986 -6.67819 0.007 -0.004 0.006 0.467
H -4.32361 1.20015 -5.92527 0.003 -0.001 0.001 0.447
H -4.53847 1.83283 -3.55095 0.004 -0.001 -0.008 0.448
H -2.85791 1.15610 -1.89501 0.036 -0.033 0.026 0.320
```
Positions in Å, forces in eV/Å.

[4]
Density functional theory data (ωB97M-V/def2-TZVPD) for an isolated molecule of C4H4NOP at a distorted geometry.

Orbital gap (eV): 8.28
E_LUMO (eV): -1.51
F_max (eV/Å): 2.80
HOMO level (Eh): -0.3597
Spin multiplicity: 1
Structure (SMILES): C/C=C(/C#N)P=O
E_tot (Eh): -626.10584
Energy relative to the best compared isomer or geometry (same formula, charge and spin) (kJ/mol): 92.1

The geometry in XYZ format:
```
11
Properties=species:S:1:pos:R:3:forces:R:3:mulliken_charge:R:1
C -0.77996 -0.51769 -1.44263 -0.562 0.074 0.368 -1.095
C 0.48270 0.08773 -0.79750 -1.037 -2.132 1.009 -0.020
C 0.49217 0.18719 0.53666 -2.041 1.014 1.625 0.034
C 1.56414 0.51374 1.41607 0.988 -0.299 -1.031 0.151
N 2.54227 0.64209 2.01048 -0.309 0.183 0.323 -0.400
P -1.27795 0.19192 1.54343 0.908 -0.913 -2.485 0.378
O -1.06694 0.84843 2.81059 0.502 0.765 1.454 -0.385
H -0.55511 -0.79264 -2.49624 -0.461 0.042 0.810 0.320
H -1.61980 0.22361 -1.40536 0.682 -0.557 -0.408 0.323
H -1.17990 -1.41153 -0.82605 0.908 1.246 -1.275 0.311
H 1.39839 0.02715 -1.34945 0.422 0.577 -0.390 0.382
```
Positions in Å, forces in eV/Å.

[5]
Density functional theory data (ωB97M-V/def2-TZVPD) for a cluster of 2 separate species, C5H12OS in total.

Orbital gap (eV): 9.35
E_LUMO (eV): 0.82
F_max (eV/Å): 0.82
HOMO level (Eh): -0.3136
Spin multiplicity: 1
Structure (SMILES): CC(C)=O.CSC
E_tot (Eh): -671.12652
Energy relative to the best compared isomer or geometry (same formula, charge and spin) (kJ/mol): 17.7

The geometry in XYZ format:
```
19
Properties=species:S:1:pos:R:3:forces:R:3:mulliken_charge:R:1
C 1.29201 1.72192 -0.26048 -0.063 0.383 -0.358 -1.140
C 0.58979 0.97672 0.85111 -0.514 -0.037 0.003 0.890
C 1.43209 -0.00774 1.62921 -0.006 -0.320 0.423 -1.135
O -0.58945 1.15940 1.10574 0.821 -0.016 -0.075 -0.564
H 0.59156 2.40711 -0.76693 0.259 -0.312 0.284 0.302
H 1.69027 1.01232 -1.00510 -0.064 0.212 0.383 0.247
H 2.13012 2.31273 0.14589 -0.226 -0.267 -0.128 0.419
H 1.82479 -0.78918 0.95708 -0.074 0.395 0.182 0.244
H 2.28348 0.50828 2.10404 -0.237 -0.168 -0.236 0.418
H 0.83003 -0.49119 2.41687 0.210 0.267 -0.360 0.302
C -1.39202 -0.06983 -1.80919 -0.325 0.463 -0.246 -0.745
S -0.27663 -1.35611 -1.22344 -0.223 0.001 0.017 -0.095
C -1.24104 -1.90581 0.19412 -0.268 -0.227 0.506 -0.747
H -0.94270 0.38997 -2.70546 -0.173 -0.234 0.344 0.277
H -1.53893 0.71437 -1.04757 0.130 -0.359 -0.235 0.203
H -2.37719 -0.48379 -2.08249 0.426 0.068 0.063 0.321
H -1.39055 -1.08999 0.92123 0.121 -0.256 -0.346 0.204
H -2.22881 -2.28815 -0.11369 0.424 0.101 0.027 0.321
H -0.68687 -2.72101 0.68904 -0.218 0.307 -0.247 0.278
```
Positions in Å, forces in eV/Å.

[6]
Density functional theory data (ωB97M-V/def2-TZVPD) for a structure of composition C4H7NO.

Orbital gap (eV): 10.93
E_LUMO (eV): 1.03
F_max (eV/Å): 0.42
HOMO level (Eh): -0.3639
Spin multiplicity: 1
E_tot (Eh): -286.48962
Energy relative to the best compared isomer or geometry (same formula, charge and spin) (kJ/mol): 372.9

The geometry in XYZ format:
```
13
Properties=species:S:1:pos:R:3:forces:R:3:mulliken_charge:R:1
C 0.27971 -1.73258 0.07878 -0.055 -0.104 0.102 -1.221
C -0.36089 -0.39564 0.23433 0.337 -0.247 0.014 1.185
O -1.71195 -0.14415 0.36077 -0.134 0.153 -0.132 -0.400
N -1.01702 0.20650 -0.91002 0.145 0.002 -0.342 -0.474
C -0.16741 1.42823 -0.65911 -0.040 0.293 -0.072 -0.430
C 0.34555 0.88752 0.67908 0.111 0.030 0.079 -0.664
H 0.63351 -2.15378 1.02222 -0.094 0.018 -0.045 0.315
H -0.40381 -2.42234 -0.42077 0.044 0.071 0.130 0.353
H 1.14575 -1.57306 -0.57727 -0.100 -0.151 0.171 0.255
H -0.63251 2.41150 -0.75020 -0.130 -0.165 0.147 0.301
H 0.61098 1.32138 -1.42570 -0.200 0.176 0.096 0.236
H -0.14726 1.32643 1.54874 0.206 -0.160 -0.038 0.252
H 1.42535 0.83998 0.81915 -0.092 0.084 -0.110 0.291
```
Positions in Å, forces in eV/Å.